54
Properties=species:S:1:pos:R:3:forces:R:3 method="wB97M-V/def2-TZVPD" homo_energy_ev=-9.516 e_lumo_ev=-0.91 e_tot_ha=-2289.7844 total_charge=0
O 5.3443 -3.8371 -2.4459 0.36 -0.77 -0.29
C 4.6685 -2.8733 -2.5656 -0.07 0.61 0.25
C 3.3006 -2.7277 -3.1471 0.27 -0.30 0.11
C 2.5579 -3.6357 -3.8777 -0.09 0.30 0.06
C 1.3073 -3.2118 -4.3150 0.07 -0.32 -0.04
Cl 0.3499 -4.3180 -5.2420 0.01 0.00 0.00
C 0.8031 -1.9391 -4.0321 0.49 0.19 0.47
C -0.5248 -1.4654 -4.5276 0.16 -0.17 0.06
O -1.5371 -1.9196 -3.6113 0.33 0.05 0.01
C -2.8149 -1.7263 -3.9681 -0.13 -0.03 0.00
F -2.9643 -0.8444 -4.9679 0.07 0.09 -0.07
F -3.4965 -1.2730 -2.9204 -0.17 0.02 0.18
F -3.3858 -2.8682 -4.3628 -0.08 -0.13 -0.07
C 1.5859 -1.0744 -3.2653 -0.07 0.08 0.07
C 2.8389 -1.4728 -2.8299 -0.71 -0.02 -0.28
C 3.8550 -0.7602 -2.0124 -0.30 -1.05 -0.52
O 3.7103 0.2185 -1.3697 0.15 0.97 0.43
N 5.0703 -1.5616 -2.0788 -0.27 0.41 -0.53
S 6.0750 -0.7409 -3.2746 0.63 -0.06 0.42
H 2.9500 -4.6115 -4.1101 -0.06 -0.16 -0.05
H -0.5192 -0.3827 -4.5435 -0.11 0.21 -0.12
H -0.7054 -1.8639 -5.5190 -0.17 0.03 -0.19
H 1.2160 -0.0890 -3.0206 -0.05 0.09 0.03
H 5.8844 -1.5487 -4.3361 -0.27 -0.01 0.09
C -2.0291 1.6925 1.8381 -0.13 -0.08 -0.15
C -2.2189 2.8917 0.9257 0.00 -0.01 0.16
O -1.9313 2.6320 -0.4373 0.10 0.09 -0.11
C -2.7282 1.6421 -1.0573 -0.06 -0.11 -0.06
C -4.2109 1.9717 -1.0917 -0.02 0.05 0.14
H -1.0322 1.2692 1.7107 0.03 0.03 0.04
H -2.1502 1.9842 2.8799 0.07 0.00 0.02
H -2.7534 0.9034 1.6265 -0.02 0.02 0.03
H -1.5284 3.6824 1.2198 0.02 0.01 -0.08
H -3.2303 3.3006 1.0331 -0.02 -0.03 0.00
H -2.5612 0.6656 -0.5885 -0.05 -0.01 0.01
H -2.3544 1.5665 -2.0798 0.06 0.05 0.01
H -4.6485 1.9778 -0.0922 -0.01 -0.05 -0.01
H -4.7467 1.2284 -1.6829 0.02 0.00 -0.02
H -4.3731 2.9568 -1.5313 0.01 -0.02 -0.05
C 0.0155 2.2706 6.9519 0.12 -0.01 -0.08
C -0.7063 1.2158 6.1297 -0.01 0.02 0.13
O -0.4396 1.2884 4.7419 -0.11 0.03 -0.06
C 0.9111 1.1071 4.3590 0.12 -0.04 -0.06
C 1.4814 -0.2496 4.7366 -0.07 0.00 0.14
H -0.1831 3.2665 6.5539 -0.04 0.00 0.02
H -0.3204 2.2328 7.9885 -0.02 0.00 0.00
H 1.0961 2.1201 6.9483 -0.01 -0.02 0.04
H -1.7831 1.3586 6.2246 -0.01 -0.01 -0.08
H -0.4858 0.2127 6.5120 0.04 0.01 0.01
H 1.5357 1.9140 4.7583 0.01 -0.02 0.03
H 0.9191 1.2125 3.2738 -0.07 0.03 0.00
H 1.5677 -0.3687 5.8179 0.05 0.01 -0.01
H 2.4779 -0.3689 4.3108 0.00 0.01 -0.03
H 0.8411 -1.0500 4.3637 0.01 0.01 -0.05



89
Properties=species:S:1:pos:R:3:forces:R:3 method="wB97M-V/def2-TZVPD" e_above_lowest_ev=1.3268 homo_energy_ev=-9.054 e_lumo_ev=0.21 e_tot_ha=-1657.5365 total_charge=0
N 4.2019 -21.8937 3.3342 0.19 -3.85 0.52
C 3.7922 -20.7036 3.5897 -6.25 2.46 3.31
N 4.4772 -19.7422 2.9699 1.79 1.27 -0.48
O 2.6018 -20.4682 4.3605 6.25 -0.80 -3.82
H 3.7216 -22.7176 3.7168 -0.38 0.53 0.08
H 5.1170 -22.1690 3.0567 0.65 0.63 -0.60
H 4.2187 -18.7824 3.0693 -0.25 0.26 0.25
H 5.4415 -19.9034 2.6020 -1.59 0.04 0.48
C 0.5751 -24.8947 8.0820 0.55 -1.38 2.77
C -0.4042 -23.9782 7.4669 -0.27 0.01 0.78
O -0.4382 -22.8309 8.3172 -1.04 -0.40 -1.08
H 0.7231 -25.7843 7.5110 0.22 -0.72 -0.66
H 0.0414 -25.2615 9.0307 1.34 0.51 -0.88
H 1.6149 -24.4588 8.3262 -1.81 -0.38 -0.37
H -1.3983 -24.4656 7.3997 0.40 0.50 0.27
H -0.0805 -23.8286 6.4606 0.04 1.05 -1.07
H 0.4860 -22.5732 8.3504 0.46 0.55 0.45
C 5.8901 -20.0212 6.4415 -0.95 0.10 0.54
C 7.1438 -20.6086 5.8634 0.74 0.79 0.54
O 8.2633 -19.9170 6.4933 -2.22 -0.70 1.20
H 5.4706 -19.1988 5.8541 0.20 -0.03 0.11
H 6.0559 -19.6411 7.4787 0.11 -0.15 -0.81
H 5.1120 -20.7878 6.5277 -0.06 0.12 -0.16
H 7.3032 -20.4520 4.7805 -0.67 -0.26 0.25
H 7.1749 -21.6749 6.0900 0.26 -0.14 -0.08
H 8.8614 -19.9322 5.8024 2.56 0.30 -1.63
C -0.4248 -19.3842 5.4991 0.75 -0.71 0.46
C -0.7054 -20.6764 6.2909 -0.65 0.97 0.74
O -2.0339 -21.1066 6.0822 -0.71 1.09 -1.53
H 0.6117 -19.0867 5.7914 -0.66 -0.08 -0.70
H -1.0791 -18.5141 5.6589 -0.10 -0.59 0.31
H -0.4873 -19.6514 4.4476 0.33 0.27 -0.21
H -0.6035 -20.4979 7.3672 0.38 -0.05 -0.24
H -0.0460 -21.4813 5.9836 0.56 0.12 -0.10
H -2.2939 -21.7840 6.6764 0.10 -0.91 1.03
C 3.5558 -17.8576 10.7212 -0.41 0.24 -0.32
C 5.0505 -18.2230 10.6044 -0.41 1.77 0.86
O 5.5991 -17.8925 9.3531 -0.12 0.43 -0.69
H 3.3866 -16.7802 10.4431 0.17 -0.88 0.45
H 3.2700 -18.0300 11.7660 -0.16 0.29 -0.15
H 2.8253 -18.4544 10.0986 1.14 0.38 0.41
H 5.1609 -19.2687 10.7983 0.40 -0.57 -0.02
H 5.6550 -17.5921 11.3349 -0.92 -1.09 -0.15
H 5.4864 -16.9257 9.3180 0.25 -0.55 -0.43
C 3.8415 -22.4787 10.9754 0.46 -1.49 1.22
C 5.2328 -22.0234 10.6707 -0.18 -2.06 -1.93
O 5.0131 -21.4672 9.3594 0.41 -0.03 0.14
H 3.8187 -23.0433 11.8945 0.03 -0.28 0.51
H 3.5438 -23.1824 10.2098 -0.27 -0.09 -0.20
H 3.1128 -21.7086 11.1177 -0.21 0.73 -0.28
H 6.0136 -22.8639 10.7230 -1.23 0.84 -0.58
H 5.5885 -21.3343 11.3470 0.70 2.01 1.45
H 5.8076 -21.3055 8.8533 0.45 0.12 0.07
C 2.5605 -16.1748 7.1653 1.83 2.28 -2.52
C 3.3761 -17.3724 6.6954 -0.46 2.19 1.29
O 2.8252 -17.6872 5.4503 0.84 -2.35 -0.11
H 1.5295 -16.3280 7.1136 -1.67 -0.80 0.20
H 2.6849 -15.3642 6.3521 0.03 -0.84 1.32
H 2.8283 -15.7516 8.1138 0.28 0.08 0.54
H 3.3598 -17.9896 7.5896 -0.38 -1.62 -0.56
H 4.4230 -17.1175 6.6026 0.50 0.33 -0.11
H 3.2058 -18.5736 5.2013 -1.12 0.70 -0.08
C 4.5514 -23.8833 6.1136 -0.95 -0.77 -0.92
C 3.1289 -24.1517 5.7110 -0.88 3.01 0.95
O 3.0247 -24.1106 4.3085 -0.77 -0.73 -0.61
H 4.6047 -23.8512 7.1708 0.33 0.11 1.07
H 4.8736 -22.9629 5.6632 0.34 0.41 -0.02
H 5.0860 -24.7296 5.7114 0.81 -0.12 0.05
H 2.4233 -23.3513 6.1058 0.92 -0.64 -0.11
H 2.7437 -25.0497 6.0848 -0.27 -1.69 0.58
H 2.0659 -24.1502 4.1801 0.29 0.07 -0.67
C 0.6477 -20.6436 10.9505 -0.37 -0.95 -0.55
O -0.1400 -19.6391 11.4181 -0.57 1.83 2.91
H -0.0341 -21.1968 10.3243 0.53 -0.96 -0.92
H 0.9309 -21.3292 11.7707 0.30 0.57 -0.31
H 1.4644 -20.1944 10.3834 0.53 -0.71 0.01
H -0.4314 -19.0977 10.6900 -0.38 -0.07 -0.42
C 2.2596 -20.7164 7.7388 1.46 0.96 -1.34
O 2.2204 -21.8927 8.4750 -0.81 -0.88 -0.53
H 1.4405 -20.0862 7.9856 -0.92 0.59 -0.01
H 2.3590 -20.8823 6.6581 -0.63 -0.19 0.07
H 3.1780 -20.1552 7.9421 -0.02 0.00 0.39
H 2.9525 -21.8130 9.0551 1.02 -0.36 0.93
C -0.5300 -17.7289 8.6217 -0.19 3.42 -1.92
O -1.0557 -18.8485 9.1392 -1.22 -2.90 0.29
H 0.5269 -17.6856 8.3860 0.34 -0.50 0.76
H -0.8914 -16.9307 9.2663 0.81 0.91 -0.04
H -0.9943 -17.5546 7.6438 0.18 0.30 -0.12
H -1.9629 -18.7945 8.8155 -0.05 -0.88 0.53



162
Properties=species:S:1:pos:R:3:forces:R:3 method="wB97M-V/def2-TZVPD" homo_energy_ev="-9.449 / -9.449" e_lumo_ev="-2.52 / -6.77" s_squared=0.754 e_tot_ha=-2739.8959 total_charge=+1 multiplicity=2
C -31.2215 -1.0044 -12.8124 0.92 -1.46 0.15
C -30.8838 0.4567 -12.8894 -1.73 2.67 1.84
C -31.2385 1.1430 -11.4926 0.29 -0.46 -0.02
C -30.2485 0.8184 -10.3933 0.88 -0.58 -0.77
C -28.8399 1.1920 -10.8998 0.74 1.16 -0.14
C -28.3324 0.5966 -12.2905 -1.73 0.28 2.41
N -29.4549 0.7613 -13.1993 -0.52 -2.36 -1.45
O -29.0842 0.3587 -14.4779 -1.56 0.62 0.98
C -27.1677 1.2889 -12.8611 1.02 2.17 -0.16
C -28.0187 -0.8592 -12.1730 -1.00 -2.59 -0.47
C -31.8076 1.1894 -13.8666 0.21 0.00 -1.80
H -30.6907 -1.6694 -13.4938 -0.22 0.38 -0.74
H -32.2979 -1.1307 -12.9280 0.17 0.03 0.05
H -30.8678 -1.4282 -11.8725 -0.53 0.23 0.35
H -31.3963 2.2129 -11.6294 0.49 0.17 -0.14
H -32.2078 0.8274 -11.1066 -0.22 -0.49 -0.65
H -30.3166 -0.2435 -10.1573 0.03 -0.10 0.13
H -30.5473 1.3509 -9.4903 0.43 0.13 0.12
H -28.0045 1.1725 -10.2000 -0.13 -0.96 0.33
H -28.8700 2.2788 -10.9785 -0.03 0.30 -0.75
H -26.7957 1.0418 -13.8554 -0.31 -0.70 0.14
H -27.5018 2.3238 -12.9352 0.61 0.49 0.10
H -26.3054 1.2233 -12.1977 -0.17 0.11 0.12
H -28.8451 -1.5417 -11.9743 -0.47 0.54 0.72
H -27.8175 -1.2703 -13.1623 1.15 0.26 0.00
H -27.3027 -1.0975 -11.3865 0.36 0.41 -0.39
H -31.6841 2.2670 -13.9734 0.82 0.02 0.19
H -32.8816 1.1653 -13.6821 0.15 -0.81 0.72
H -31.6698 0.7351 -14.8477 -0.13 0.16 -0.23
H -28.6901 1.1534 -14.8451 0.59 0.32 -0.58
C -32.1574 3.3612 -7.5352 0.34 0.49 -1.68
C -31.4749 4.7527 -7.8875 0.29 -1.19 0.90
C -31.1468 5.2247 -6.4558 -0.10 1.62 0.70
C -29.9203 6.1173 -6.2747 -1.30 -0.70 0.04
C -28.8112 5.4195 -6.9648 1.70 0.79 -0.27
C -28.9848 5.1639 -8.5082 1.27 1.02 1.31
N -30.2320 4.4735 -8.7008 -0.88 -0.47 2.94
O -30.5563 4.2595 -10.0153 -0.17 -0.10 -1.53
C -28.8415 6.5085 -9.2375 -1.46 0.39 0.41
C -27.8353 4.2650 -8.9199 -0.17 -0.29 -0.57
C -32.3590 5.7904 -8.5925 0.22 0.21 0.20
H -32.2281 2.7604 -8.4420 -0.53 0.01 -0.27
H -33.1425 3.5074 -7.0921 0.05 -0.01 -0.04
H -31.5305 2.7446 -6.8911 -0.02 0.38 0.19
H -31.9822 5.8113 -6.0735 -0.50 -0.16 -0.23
H -31.0718 4.4254 -5.7185 0.20 -0.40 -0.37
H -29.7072 6.1684 -5.2069 0.04 0.14 0.09
H -30.1130 7.1401 -6.5982 0.17 -0.01 -0.28
H -28.4720 4.5711 -6.3706 -0.61 -0.69 -0.52
H -27.9518 6.0573 -6.7581 0.54 0.25 -0.91
H -27.8893 7.0124 -9.0720 0.10 -0.34 -0.26
H -29.1513 6.4560 -10.2812 0.53 -0.21 -0.16
H -29.5991 7.1634 -8.8072 0.00 0.31 0.08
H -27.8957 3.3355 -8.3539 0.41 -0.02 0.07
H -27.9161 4.0342 -9.9821 -0.08 -0.09 -0.24
H -26.8816 4.7870 -8.8423 0.03 -0.15 0.42
H -32.5403 5.5820 -9.6469 -0.09 -0.21 0.16
H -31.8346 6.7451 -8.5507 0.18 0.09 -0.11
H -33.2902 5.9942 -8.0639 -0.13 -0.43 -0.02
H -30.1720 3.3962 -10.1846 -0.14 -0.10 -0.18
C -33.4208 -4.5496 -6.9924 0.27 0.31 1.43
C -34.4582 -4.2880 -8.0520 -1.08 0.41 0.05
C -34.7008 -2.7367 -8.3021 0.53 -0.73 1.29
C -33.6464 -2.0706 -9.0978 1.43 -0.47 -1.94
C -33.4583 -2.8279 -10.4099 -1.46 -1.82 0.26
C -33.1330 -4.3819 -10.1744 0.94 1.83 -1.31
N -34.1458 -4.9605 -9.2717 0.17 1.19 -2.55
O -34.0250 -6.3674 -9.1607 0.38 0.45 0.37
C -33.2418 -5.0538 -11.5598 -0.09 0.15 1.05
C -31.6534 -4.4250 -9.7009 -0.75 -1.55 1.28
C -35.8140 -4.8414 -7.5748 0.34 0.27 0.66
H -32.3912 -4.2787 -7.2260 -0.12 -0.18 -0.28
H -33.4777 -5.5819 -6.6471 0.26 -0.17 -0.34
H -33.6557 -3.9808 -6.0927 -0.17 0.21 0.12
H -35.6864 -2.4904 -8.6972 -0.05 -0.38 0.05
H -34.5658 -2.3022 -7.3116 -0.78 0.02 0.31
H -32.6848 -2.1376 -8.5889 0.05 0.45 0.34
H -33.8602 -1.0358 -9.3653 -0.09 0.19 0.48
H -32.8047 -2.3505 -11.1400 0.38 -0.33 0.30
H -34.4304 -2.9058 -10.8968 -0.32 0.45 -0.19
H -34.2582 -4.9049 -11.9241 0.04 -0.09 -0.21
H -32.5113 -4.5729 -12.2103 -0.09 -0.20 -0.20
H -33.0443 -6.1204 -11.4527 0.09 0.05 -0.26
H -30.8580 -4.6238 -10.4193 -0.34 0.36 -0.39
H -31.3918 -3.6165 -9.0182 0.12 0.12 -0.27
H -31.6947 -5.3173 -9.0763 0.72 -0.21 0.21
H -35.8658 -4.5911 -6.5152 -0.50 0.14 0.08
H -35.8874 -5.9284 -7.6093 0.14 0.05 -0.16
H -36.6346 -4.3819 -8.1258 -0.02 -0.16 0.08
H -34.9105 -6.6445 -9.4072 -0.02 -0.33 -0.15
C -33.3706 -6.1633 -3.0115 0.53 -1.53 -1.90
C -33.8780 -5.1122 -2.1472 -0.24 1.12 1.11
C -33.4140 -3.7326 -2.8300 -1.61 0.64 1.49
C -34.4556 -2.6052 -2.6290 0.14 -0.76 -0.02
C -35.8865 -3.0650 -2.8923 1.73 0.99 -1.09
C -36.3261 -4.2276 -2.0483 0.59 1.00 1.10
N -35.3692 -5.3252 -2.1227 0.79 0.56 -1.57
O -35.7647 -6.5668 -1.4576 0.43 1.83 -0.83
C -36.4219 -3.7349 -0.6364 -1.49 -0.52 2.23
C -37.6781 -4.6223 -2.5417 -0.22 -1.22 0.10
C -33.2833 -5.2972 -0.7473 -0.53 0.88 1.09
H -33.7101 -7.1466 -2.6859 0.33 -0.08 0.06
H -32.2879 -6.1404 -3.1349 0.11 -0.13 0.27
H -33.7901 -5.9823 -4.0011 -0.01 -0.25 -0.25
H -32.6155 -3.2650 -2.2541 0.84 -0.92 -0.31
H -33.1556 -3.8489 -3.8825 0.02 -0.25 0.12
H -34.2115 -1.7115 -3.2033 0.05 -0.08 -0.41
H -34.3155 -2.2658 -1.6027 -0.40 -0.03 0.21
H -35.9700 -3.3304 -3.9462 0.05 -0.15 -0.28
H -36.4581 -2.1429 -2.7873 -0.82 -0.44 0.42
H -35.6437 -3.0942 -0.2219 0.03 -0.13 -0.32
H -37.3991 -3.3374 -0.3622 -0.12 1.05 -0.65
H -36.5601 -4.5923 0.0223 0.87 -0.52 0.11
H -38.2941 -3.7470 -2.7478 -0.10 -0.18 0.26
H -37.5641 -5.2153 -3.4492 -0.11 0.07 -0.19
H -38.0776 -5.2834 -1.7726 -0.67 0.09 -0.18
H -32.2369 -5.0138 -0.6343 0.13 -0.26 -0.43
H -33.4605 -6.2789 -0.3080 0.18 -0.24 -0.52
H -33.8064 -4.6558 -0.0380 -0.09 0.34 0.00
H -35.9127 -7.0142 -2.2940 -0.34 -0.86 0.34
C -28.4905 2.6288 -4.5473 0.67 -0.52 0.77
C -28.8547 1.3417 -5.3076 -2.00 0.19 1.09
C -30.2976 0.8182 -4.8647 0.78 -1.02 0.06
O -30.6713 -0.2953 -5.7423 0.97 1.18 0.08
C -31.7939 -1.0930 -5.4064 0.68 0.67 0.05
N -28.9456 1.6610 -6.7073 0.96 -0.36 -0.08
H -27.4892 2.9908 -4.7805 0.20 -0.30 -0.37
H -28.4688 2.4976 -3.4654 -0.25 -0.23 0.14
H -29.1308 3.4870 -4.7511 -0.52 -0.31 -0.19
H -28.2083 0.4795 -5.1438 0.46 0.34 0.10
H -31.0119 1.6410 -4.8939 -0.32 0.08 -0.30
H -30.2758 0.4411 -3.8423 0.09 0.01 0.22
H -32.6560 -0.4366 -5.2882 -0.40 -0.26 -0.01
H -31.6152 -1.6687 -4.4983 -0.07 0.00 0.23
H -31.8954 -1.7910 -6.2374 -0.33 0.07 0.05
H -29.4939 2.5091 -6.7178 -0.42 -0.07 -0.83
H -29.4302 0.8460 -7.0552 -0.51 0.34 -0.92
C -34.8252 4.9766 -2.4529 1.69 0.57 1.65
C -34.1259 4.1052 -3.4835 -2.22 -0.01 -0.20
C -34.3010 2.6593 -3.0161 0.56 0.27 -0.87
O -33.5224 2.4502 -1.8565 -0.06 -0.59 0.05
C -33.0271 1.1269 -1.6934 -0.13 -0.24 0.40
N -34.8552 4.4254 -4.7451 0.74 -0.53 -0.12
H -35.8581 4.7761 -2.1684 -0.35 -0.07 -1.15
H -34.6092 6.0288 -2.6379 -0.51 0.04 -0.12
H -34.3870 4.7740 -1.4757 0.54 0.06 0.11
H -33.0600 4.3020 -3.5985 -0.07 0.36 0.05
H -33.9681 1.9929 -3.8117 0.12 -0.30 -0.20
H -35.3807 2.5398 -2.9270 -0.19 -0.51 0.62
H -32.2808 1.0933 -0.8997 0.17 0.53 -0.18
H -32.5969 0.7046 -2.6015 0.17 0.26 -0.30
H -33.7623 0.3969 -1.3547 -0.65 0.16 -0.10
H -34.6921 3.7515 -5.4796 0.37 -0.19 -0.14
H -35.8576 4.3999 -4.6237 -0.12 0.15 0.44
C -27.2991 3.8518 -1.0588 -3.05 -4.32 3.22
O -28.1454 2.9006 -1.0128 2.09 1.98 -0.69
N -27.2583 4.7963 -1.9232 -0.58 2.47 -4.11
N -26.4422 4.1035 -0.0771 1.79 -0.33 2.16
H -27.8449 4.6504 -2.7324 0.35 0.53 -0.07
H -26.5015 5.4639 -1.8827 -0.49 -0.06 -0.61
H -25.8477 4.9174 -0.1413 -0.07 -0.41 0.42
H -26.3942 3.5177 0.7442 -0.05 0.15 -0.34